Molecular formula: C22H28Br3F24O7P
Method: DFT, ωB97M-V/def2-TZVPD

Last column: Mulliken charge in e.
CARTESIAN COORDINATES (ANGSTROEM)
C (-2.50142, 36.25210, 14.54984)  -1.210
C (-2.70773, 35.19986, 13.43436)  -0.137
O (-2.89036, 34.01795, 14.29773)  -0.167
P (-3.49935, 32.58688, 13.70093)  0.760
O (-3.24322, 32.41218, 12.27243)  -0.701
O (-5.03827, 32.43949, 14.14147)  -0.298
C (-5.82266, 33.48367, 14.45736)  -0.414
C (-5.63954, 34.25995, 15.78332)  -0.953
O (-2.74831, 31.47071, 14.59778)  -0.306
C (-2.58295, 30.16070, 14.08555)  -0.155
C (-1.76041, 29.24468, 15.10421)  -1.242
H (-3.38144, 36.60640, 15.08663)  0.312
H (-1.88712, 35.83633, 15.34851)  0.310
H (-2.01268, 37.10423, 14.07750)  0.394
H (-3.52942, 35.57058, 12.82159)  0.261
H (-1.79249, 35.03815, 12.86488)  0.328
H (-5.97056, 34.26044, 13.70713)  0.323
H (-6.85165, 33.13470, 14.37080)  0.467
H (-6.47740, 34.94822, 15.89456)  0.379
H (-5.65530, 33.55169, 16.61170)  0.310
H (-4.74378, 34.87676, 15.85573)  0.143
H (-3.57690, 29.71351, 14.07204)  0.290
H (-1.98511, 30.03356, 13.18304)  0.278
H (-0.79049, 29.67538, 15.35292)  0.348
H (-2.16755, 29.25570, 16.11526)  0.328
H (-1.69513, 28.26080, 14.63964)  0.352
C (-13.95136, 11.42421, 9.17042)  -0.993
C (-14.78917, 10.57820, 10.12817)  0.988
C (-15.59427, 11.58202, 11.05272)  0.117
F (-15.30983, 11.30299, 12.27324)  -0.258
F (-15.66794, 12.86634, 10.82553)  -0.218
F (-15.63940, 9.73875, 9.44329)  -0.305
F (-13.88915, 9.90232, 10.78294)  -0.272
O (-13.20763, 12.54494, 9.69580)  -0.396
C (-12.86897, 13.46780, 8.69076)  0.903
C (-12.16156, 14.75005, 9.27781)  0.213
F (-11.66547, 15.52910, 8.31946)  -0.255
F (-13.02388, 15.47233, 9.99761)  -0.241
F (-12.00895, 12.84445, 7.88621)  -0.300
F (-13.94347, 13.77623, 7.92057)  -0.288
H (-14.69468, 11.82990, 8.48414)  0.408
H (-13.23180, 10.83543, 8.60151)  0.453
H (-16.63922, 11.27499, 11.00930)  0.213
H (-11.42537, 14.32691, 9.96123)  0.232
C (-6.66170, 25.44455, 18.44601)  -1.085
C (-6.68627, 26.80422, 18.88683)  1.210
C (-7.09138, 27.02831, 20.38297)  0.153
F (-8.26891, 26.51611, 20.80767)  -0.276
F (-6.23860, 26.58727, 21.18671)  -0.213
F (-5.45444, 27.32513, 18.56868)  -0.299
F (-7.45065, 27.43414, 17.96998)  -0.320
O (-5.71688, 24.69301, 19.18684)  -0.351
C (-5.24336, 23.41731, 18.61651)  0.881
C (-4.13312, 22.93708, 19.55093)  0.189
F (-4.29142, 23.17640, 20.84913)  -0.229
F (-3.72782, 21.74110, 19.31752)  -0.254
F (-6.33734, 22.57049, 18.70615)  -0.304
F (-4.88295, 23.53630, 17.33419)  -0.254
H (-6.51885, 25.43447, 17.36545)  0.414
H (-7.58265, 24.92086, 18.70229)  0.327
H (-7.01664, 28.08919, 20.62182)  0.232
H (-3.23312, 23.51825, 19.35002)  0.179
C (-15.49335, 27.84373, 13.85278)  -0.915
C (-14.00537, 27.30450, 13.66904)  0.963
C (-13.98608, 26.28615, 12.51731)  0.184
F (-14.56754, 26.69925, 11.42163)  -0.264
F (-12.74233, 25.96435, 12.18952)  -0.279
F (-13.13328, 28.23511, 13.40826)  -0.329
F (-13.50542, 26.82116, 14.76289)  -0.305
O (-16.49058, 26.87463, 14.08890)  -0.372
C (-17.02831, 26.75761, 15.36509)  0.818
C (-17.52732, 25.29576, 15.51068)  0.208
F (-16.55598, 24.44349, 15.59772)  -0.219
F (-18.26670, 25.18137, 16.71953)  -0.285
F (-16.21924, 27.05554, 16.36965)  -0.268
F (-18.00007, 27.63103, 15.47685)  -0.300
H (-15.77534, 28.30415, 12.90589)  0.394
H (-15.66556, 28.68085, 14.52930)  0.466
H (-14.48624, 25.36582, 12.81884)  0.251
H (-18.13935, 25.08860, 14.63283)  0.250
C (-7.49924, 21.81049, 10.45981)  -0.313
Br (-5.99832, 20.58837, 9.71344)  -0.050
Br (-6.88348, 23.36962, 11.52374)  0.006
Br (-8.69759, 20.69963, 11.55154)  -0.006
H (-8.08271, 22.07317, 9.57739)  0.363

Atomic forces in eV per Å
0.662 0.206 -0.590
0.424 0.486 2.573
-1.890 -2.354 -1.308
1.755 0.599 0.282
-0.385 0.148 -0.144
2.900 -1.370 -0.251
-3.312 3.387 0.654
0.049 -0.822 -0.072
-0.163 1.642 -0.246
0.848 -2.298 1.999
-0.607 1.847 -0.045
-0.408 -0.173 -0.578
0.398 0.038 -0.316
0.098 0.252 0.331
-0.265 -0.999 -0.162
-0.249 0.092 -0.129
1.184 0.150 -0.817
-0.138 -0.585 0.807
-0.177 -0.151 -0.053
0.040 0.123 0.187
0.113 -0.340 -0.241
0.051 -0.118 -0.753
-0.661 0.858 -0.438
0.403 -0.088 -0.848
-0.796 -0.528 -0.209
0.123 -0.005 0.371
-0.633 0.618 -2.428
1.080 3.780 -1.409
-3.964 -3.613 -1.512
1.995 0.077 3.706
1.464 1.923 -0.741
0.754 0.819 0.710
0.468 -2.017 1.954
-0.384 0.921 0.253
-0.834 -0.616 0.659
-0.724 -1.813 0.650
0.237 -0.195 -0.327
-0.569 0.250 0.191
0.886 -0.003 -0.847
0.228 0.366 0.340
0.104 -0.036 -0.309
-0.313 -0.479 0.137
-0.397 -0.414 -0.886
0.605 0.437 -0.142
-0.753 -4.247 -0.346
0.677 1.079 -0.694
-1.671 3.764 -1.582
-0.696 -0.124 -1.323
4.499 -3.156 2.828
0.332 0.258 1.601
-1.658 0.671 0.649
2.662 -2.030 -1.049
-3.533 2.125 2.117
2.773 3.850 -0.798
-1.560 -0.542 0.963
-0.367 -3.706 -0.375
1.059 0.258 -0.655
0.031 -0.275 0.735
0.249 -0.075 0.049
-0.680 0.519 -0.495
-1.196 0.762 -0.896
-0.164 0.870 -0.734
0.164 1.307 -0.728
-2.598 0.110 -0.843
-0.240 -1.939 1.658
-1.175 1.422 -1.541
1.547 -0.071 0.058
0.789 3.090 -1.721
0.001 -2.550 2.680
0.544 -1.299 0.701
0.598 -0.878 -0.547
-2.292 1.393 1.039
1.713 -1.008 0.001
0.775 0.407 -1.882
1.445 -0.053 0.360
-1.846 0.806 -0.069
0.227 -0.243 -0.301
0.943 -0.137 0.523
-0.154 -0.098 0.351
-0.440 -0.261 0.261
0.602 -1.080 0.375
-1.240 1.404 0.803
-0.282 -1.175 -1.082
0.524 0.471 -0.415
0.395 0.381 0.322

The calculation puts the gap between HOMO and LUMO at 9.8 eV. The value obtained for the molar mass is 1131.1 Da. The LUMO energy comes out at -0.63 eV. The total energy comes out at -322233.802 eV.

Molecular formula: C22H28BrCl3N3O3STl
Method: DFT, ωB97M-V/def2-TZVPD

Last column: natural (NBO) charge in e.
CARTESIAN COORDINATES (ANGSTROEM)
Tl (0.20453, 0.02406, 0.75744)  0.723
C (-5.14565, -1.08426, 3.58622)  -0.633
C (-3.94486, -0.17693, 3.56662)  -0.043
C (-3.73026, 0.79891, 4.53091)  -0.151
C (-2.59537, 1.59294, 4.48742)  -0.268
C (-1.70737, 1.36890, 3.45207)  0.163
Br (-0.11772, 2.41367, 3.34788)  0.070
N (-1.88747, 0.46382, 2.51578)  -0.481
C (-2.98123, -0.29546, 2.57499)  0.061
H (-5.82732, -0.81342, 4.39087)  0.218
H (-4.84161, -2.12146, 3.73378)  0.234
H (-5.69126, -1.03448, 2.64336)  0.227
H (-4.45162, 0.93959, 5.32709)  0.221
H (-2.39914, 2.35331, 5.22881)  0.237
H (-3.07815, -1.03963, 1.78952)  0.211
Cl (0.48145, -7.58755, 0.61051)  -0.025
C (0.46404, -5.89958, 1.05595)  -0.080
C (-0.17657, -4.98351, 0.24566)  -0.234
C (-0.17206, -3.65424, 0.62157)  -0.143
Cl (-0.97625, -2.48919, -0.41473)  -0.026
C (0.44443, -3.14321, 1.79126)  0.397
O (0.43542, -1.90721, 2.13952)  -0.874
C (1.07670, -4.15098, 2.56669)  -0.116
Cl (1.87157, -3.64908, 4.02814)  -0.003
C (1.09324, -5.48490, 2.21928)  -0.231
H (-0.67162, -5.29802, -0.66276)  0.232
H (1.59669, -6.20058, 2.85469)  0.235
C (0.85695, 0.56820, -2.89551)  -0.400
N (-0.15917, 1.55501, -3.20722)  -0.451
C (0.17584, 2.57555, -4.18408)  -0.202
C (-1.09463, 3.11644, -4.80432)  -0.414
C (-1.97177, 3.66518, -3.70197)  -0.200
N (-2.12752, 2.68989, -2.63453)  -0.447
C (-3.20255, 2.94714, -1.69616)  -0.406
C (-1.23898, 1.67901, -2.37153)  0.802
O (-1.41340, 0.90149, -1.43381)  -0.708
H (1.27567, 0.18153, -3.82593)  0.198
H (0.41402, -0.25485, -2.34270)  0.243
H (1.67046, 0.99460, -2.29617)  0.181
H (0.81366, 2.11992, -4.94130)  0.207
H (0.74597, 3.39204, -3.72074)  0.180
H (-1.61384, 2.30406, -5.31738)  0.214
H (-0.86904, 3.89621, -5.53117)  0.222
H (-2.96473, 3.90526, -4.08674)  0.204
H (-1.54423, 4.59336, -3.30280)  0.181
H (-4.16944, 2.89005, -2.20191)  0.191
H (-3.09712, 3.94623, -1.26263)  0.187
H (-3.16894, 2.20691, -0.90492)  0.248
O (3.83000, -2.35535, 0.30101)  -0.963
S (3.38208, -1.03364, -0.21520)  1.249
C (4.64926, -0.49218, -1.42885)  -0.613
C (5.26894, 0.81098, -0.93760)  -0.409
C (5.30219, 0.69824, 0.58454)  -0.412
C (3.90397, 0.24590, 0.97808)  -0.616
H (4.18971, -0.42653, -2.41474)  0.227
H (5.35919, -1.32067, -1.41215)  0.249
H (4.64993, 1.66305, -1.23346)  0.199
H (6.26255, 0.96361, -1.36163)  0.223
H (5.57295, 1.64104, 1.06214)  0.219
H (6.03306, -0.05420, 0.88824)  0.218
H (3.18271, 1.06477, 0.90441)  0.218
H (3.82370, -0.21976, 1.96019)  0.264

Atomic forces in eV per Å
0.209 0.101 0.157
0.077 0.038 -0.012
-0.074 -0.066 0.001
0.015 0.054 0.049
-0.020 -0.001 0.040
-0.064 -0.055 -0.043
-0.071 0.040 0.074
-0.004 0.045 0.042
0.111 -0.037 -0.091
-0.003 0.001 -0.007
-0.002 0.007 0.007
0.000 0.008 0.006
0.007 -0.005 0.003
-0.010 -0.010 0.001
0.008 0.014 0.022
0.000 0.057 0.022
-0.012 -0.005 -0.008
-0.019 -0.008 -0.027
0.051 0.141 0.117
-0.123 -0.123 -0.125
-0.001 -0.141 -0.022
-0.078 0.136 -0.167
0.009 0.032 0.022
-0.021 -0.027 -0.044
0.029 -0.037 0.047
0.017 0.022 0.009
0.000 0.021 -0.013
-0.024 0.039 -0.014
0.012 -0.012 -0.084
-0.023 -0.022 0.051
-0.001 -0.053 0.004
0.001 -0.080 0.088
0.002 0.022 -0.011
0.044 -0.005 -0.058
-0.003 0.032 -0.008
-0.115 -0.078 0.015
0.006 0.013 0.003
-0.002 0.004 -0.006
-0.011 -0.009 0.003
0.019 -0.016 -0.013
0.041 -0.003 -0.009
0.010 0.023 -0.033
0.001 0.010 -0.002
-0.029 0.018 0.002
-0.008 0.034 0.004
0.000 0.006 0.000
-0.003 -0.005 0.007
0.005 -0.014 0.012
0.003 0.149 -0.077
0.083 -0.251 0.073
-0.084 0.067 -0.043
0.041 -0.044 0.037
-0.004 0.025 0.008
0.040 -0.018 0.016
0.042 -0.019 0.001
-0.003 0.006 -0.016
0.009 -0.008 0.008
-0.023 -0.005 -0.024
-0.008 -0.022 0.015
-0.004 -0.001 -0.009
0.009 -0.003 0.010
-0.052 0.016 -0.010

The calculation puts the gap between HOMO and LUMO at 7.0 eV. The value obtained for the molar mass is 805.2 Da. The LUMO energy comes out at 0.15 eV. The total energy comes out at -157020.732 eV.